Entry 1:
A cluster of 6 separate species, C6H21NO6 in total in a non-equilibrium geometry. Source: the Open Molecules 2025 dataset; level of theory: the ωB97M-V functional and the def2-TZVPD basis.

Last columns: bonded neighbours and bond lengths (Å).
CARTESIAN COORDINATES (ANGSTROEM)
1 C -2.70 0.13 -0.70  C2 1.492, H9 1.094, H10 1.088, H11 1.090
2 C -1.47 -0.37 -1.36  C1 1.492, N3 1.387, O8 1.224
3 N -0.29 0.26 -0.99  C2 1.387, C4 1.470, C7 1.486
4 C 0.93 -0.05 -1.75  N3 1.470, C5 1.523, H12 1.090, H13 1.093
5 C 2.11 0.14 -0.80  C4 1.523, C6 1.534, H14 1.089, H15 1.093
6 C 1.52 0.10 0.61  C5 1.534, C7 1.545, H16 1.087, H17 1.088
7 C 0.00 0.38 0.46  N3 1.486, C6 1.545, H18 1.083, H19 1.090
8 O -1.47 -1.22 -2.24  C2 1.224
9 H -2.87 -0.39 0.24  C1 1.094
10 H -2.72 1.20 -0.51  C1 1.088
11 H -3.57 -0.08 -1.33  C1 1.090
12 H 0.92 -1.04 -2.21  C4 1.090
13 H 0.98 0.63 -2.60  C4 1.093
14 H 2.83 -0.67 -0.94  C5 1.089
15 H 2.65 1.07 -0.97  C5 1.093
16 H 1.69 -0.86 1.10  C6 1.087
17 H 2.02 0.80 1.28  C6 1.088
18 H -0.59 -0.32 1.04  C7 1.083
19 H -0.26 1.38 0.81  C7 1.090
20 H -1.06 2.43 -1.34  O22 0.969
21 H -0.50 3.61 -0.53  O22 0.974
22 O -1.32 3.28 -0.95  H20 0.969, H21 0.974
23 H 1.08 3.38 1.23  O25 0.971
24 H 1.30 2.53 -0.02  O25 0.950
25 O 1.17 3.42 0.27  H23 0.971, H24 0.950
26 H -0.64 -3.41 2.31  O28 0.962
27 H -0.14 -2.79 0.98  O28 0.996
28 O -0.21 -2.63 1.96  H26 0.962, H27 0.996
29 H 0.48 -0.22 4.24  O31 0.965
30 H 0.36 -0.85 2.87  O31 0.956
31 O 0.51 -0.01 3.30  H29 0.965, H30 0.956
32 H -0.71 -2.67 -1.43  O34 0.990
33 H 0.29 -3.87 -1.27  O34 0.969
34 O -0.32 -3.31 -0.78  H32 0.990, H33 0.969

- Frontier orbital gap: 10.0718 eV
- Energy above the lowest of the compared OMol25 structures with the same formula, charge and spin: 24.5 kJ/mol
- Largest force on an atom: 1.08 eV/Å
- SMILES: CC(=O)N1CCCC1.O.O.O.O.O
- Multiplicity: 1
- LUMO energy: 0.4126 eV

Entry 2:
A cluster of 2 separate species, C5H11FN in total in a non-equilibrium geometry. Source: the Open Molecules 2025 dataset; level of theory: the ωB97M-V functional and the def2-TZVPD basis.

Last columns: bonded neighbours and bond lengths (Å).
CARTESIAN COORDINATES (ANGSTROEM)
1 C 0.40 1.41 3.08  C2 1.283, H8 1.035, H9 1.129
2 C 0.30 0.28 2.48  C1 1.283, F7 1.327
3 C -0.41 0.25 -2.48  C4 1.541, H10 1.121, H11 1.048, H12 1.071
4 C -0.47 0.62 -0.98  C3 1.541, C5 1.526, H13 1.014, H14 1.056
5 C 0.49 -0.23 -0.16  C4 1.526, N6 1.468, H15 1.050
6 N 0.07 -1.63 -0.19  C5 1.468, H16 1.096, H17 1.021, H18 1.058
7 F 0.16 -0.98 2.87  C2 1.327
8 H 0.41 1.39 4.11  C1 1.035
9 H 0.29 2.34 2.46  C1 1.129
10 H 0.58 0.46 -2.97  C3 1.121
11 H -1.01 0.83 -3.11  C3 1.048
12 H -0.60 -0.79 -2.64  C3 1.071
13 H -1.46 0.53 -0.77  C4 1.014
14 H -0.12 1.61 -0.83  C4 1.056
15 H 1.52 -0.05 -0.07  C5 1.050
16 H 0.06 -2.21 -1.12  N6 1.096
17 H -0.94 -1.58 -0.08  N6 1.021
18 H 0.73 -2.23 0.39  N6 1.058

- Total charge: +1
- Frontier orbital gap (spin up / spin down): 8.5761 / 9.4228 eV
- Energy above the lowest of the compared OMol25 structures with the same formula, charge and spin: 583.4 kJ/mol
- Largest force on an atom: 4.17 eV/Å
- Multiplicity: 1
- LUMO energy (spin up / spin down): -4.7239 / -4.1463 eV

Entry 3:
The ion C5H5IN3O2 with charge +1 in a non-equilibrium geometry. Source: the Open Molecules 2025 dataset; level of theory: the ωB97M-V functional and the def2-TZVPD basis.

Last columns: bonded neighbours and bond lengths (Å).
CARTESIAN COORDINATES (ANGSTROEM)
1 C 0.22 -0.71 3.09  N6 1.163
2 C 1.57 -2.58 0.40  N7 1.218, O9 1.122
3 C 0.50 -0.29 -0.23  N7 1.687, N8 1.318, O10 1.170
4 C -0.11 1.82 0.49  N8 1.516, H12 1.055, H13 1.080, H14 1.063
5 C -0.56 -2.67 -0.74  N7 1.542, I11 2.218, H15 1.038, H16 1.180
6 N 0.28 -0.19 2.06  C1 1.163, N8 1.324
7 N 0.61 -1.96 -0.02  C2 1.218, C3 1.687, C5 1.542
8 N 0.24 0.39 0.87  C3 1.318, C4 1.516, N6 1.324
9 O 2.50 -3.04 0.83  C2 1.122
10 O 0.51 0.00 -1.36  C3 1.170
11 I -2.42 -1.98 0.24  C5 2.218
12 H 0.29 2.37 1.29  C4 1.055
13 H 0.44 1.95 -0.43  C4 1.080
14 H -1.17 1.75 0.44  C4 1.063
15 H -0.64 -2.41 -1.74  C5 1.038
16 H -0.35 -3.81 -0.54  C5 1.180

- Total charge: +1
- Frontier orbital gap: 8.8564 eV
- Energy above the lowest of the compared OMol25 structures with the same formula, charge and spin: 303.3 kJ/mol
- Largest force on an atom: 4.50 eV/Å
- Multiplicity: 1
- LUMO energy: -5.1518 eV

Entry 4:
The ion C6H10N with charge +1 in a non-equilibrium geometry. Source: the Open Molecules 2025 dataset; level of theory: the ωB97M-V functional and the def2-TZVPD basis.

Last columns: bonded neighbours and bond lengths (Å).
CARTESIAN COORDINATES (ANGSTROEM)
1 C -1.46 -0.44 -0.02  C2 1.289, C6 1.465, H14 1.122
2 C -0.35 0.13 0.31  C1 1.289, C3 1.558, C4 1.357
3 C 0.89 0.22 1.25  C2 1.558, C4 1.429, C5 1.548, H8 1.090
4 C 0.90 0.30 -0.18  C2 1.357, C3 1.429, H9 1.107
5 C 1.31 1.51 1.98  C3 1.548, H10 1.084, H11 1.033, H12 1.024
6 C -1.50 -1.24 -1.25  C1 1.465, N7 1.494, H13 1.110, H15 1.109
7 N -0.37 -0.80 -2.12  C6 1.494, H16 0.981, H17 1.057
8 H 0.90 -0.79 1.68  C3 1.090
9 H 1.36 0.96 -0.94  C4 1.107
10 H 2.30 1.27 2.35  C5 1.084
11 H 0.52 1.64 2.64  C5 1.033
12 H 1.34 2.13 1.16  C5 1.024
13 H -1.43 -2.34 -1.21  C6 1.110
14 H -2.32 -0.47 0.70  C1 1.122
15 H -2.48 -0.92 -1.67  C6 1.109
16 H -0.25 0.17 -2.12  N7 0.981
17 H -0.36 -1.19 -3.10  N7 1.057

- Total charge: +1
- Frontier orbital gap: 8.0003 eV
- Energy above the lowest of the compared OMol25 structures with the same formula, charge and spin: 393.5 kJ/mol
- Largest force on an atom: 4.61 eV/Å
- Multiplicity: 1
- LUMO energy: -6.0709 eV

Entry 5:
The molecule C2HBrClF3 in a non-equilibrium geometry. Source: the Open Molecules 2025 dataset; level of theory: the ωB97M-V functional and the def2-TZVPD basis.

Last columns: bonded neighbours and bond lengths (Å).
CARTESIAN COORDINATES (ANGSTROEM)
1 C 0.18 -0.86 0.03  C2 1.826, F3 1.340, Cl6 1.803, H8 1.171
2 C -0.19 0.92 -0.12  C1 1.826, F4 1.306, F5 1.345, Br7 1.908
3 F 1.04 -1.08 -0.98  C1 1.340
4 F 0.61 1.59 0.67  C2 1.306
5 F 0.06 1.23 -1.40  C2 1.345
6 Cl 1.07 -1.30 1.53  C1 1.803
7 Br -2.05 1.08 0.28  C2 1.908
8 H -0.73 -1.59 -0.02  C1 1.171

- Frontier orbital gap (spin up / spin down): 6.0759 / 6.3609 eV
- Energy above the lowest of the compared OMol25 structures with the same formula, charge and spin: 237.5 kJ/mol
- Largest force on an atom: 6.94 eV/Å
- Multiplicity: 3
- LUMO energy (spin up / spin down): 0.6666 / -4.7473 eV